w | Entry from the Open Molecules 2025 dataset: a 2-piece molecular cluster, C5H14N2O overall (ωB97M-V with the def2-TZVPD basis set).

Output
SMILES: [H]/N=C\NCCCC.O
HOMO-LUMO gap, Eh: 0.3726
HOMO energy, eV: -9.23

Each line ends with the Löwdin charge.
CARTESIAN COORDINATES (ANGSTROEM)
H1 2.952 2.000 -0.572  0.03
N1 2.521 1.729 -1.455  0.06
C1 1.688 0.779 -1.308  -0.34
N2 1.347 0.114 -0.155  -0.02
C2 -0.029 -0.366 0.055  -0.21
C3 -0.111 -1.167 1.342  -0.22
C4 -1.543 -1.298 1.859  -0.26
C5 -2.333 -2.403 1.109  -0.09
H2 1.149 0.416 -2.183  0.12
H3 1.751 0.457 0.703  0.12
H4 -0.367 -0.991 -0.755  0.11
H5 -0.661 0.519 0.175  0.12
H6 0.176 -2.195 1.114  0.11
H7 0.589 -0.840 2.115  0.11
H8 -1.467 -1.584 2.910  0.10
H9 -2.082 -0.354 1.811  0.10
H10 -1.875 -2.543 0.132  0.06
H11 -2.312 -3.325 1.683  0.07
H12 -3.343 -2.096 0.872  0.06
O1 1.142 4.704 -3.204  -0.07
H13 1.888 4.383 -3.720  0.03
H14 0.923 4.062 -2.527  0.01

---

x | Entry from the Open Molecules 2025 dataset: one molecule with the formula C5H14N2O (ωB97M-V with the def2-TZVPD basis set).

Output
SMILES: CC[C@@](N)(O)CCN
HOMO-LUMO gap, Eh: 0.3230
HOMO energy, eV: -7.86

Each line ends with the Löwdin charge.
CARTESIAN COORDINATES (ANGSTROEM)
C1 0.200 2.176 0.571  -0.14
C2 -0.280 1.682 -0.776  -0.15
C3 -0.673 -0.113 -0.800  -0.60
N1 -1.421 -0.511 0.299  0.09
O1 -1.280 -0.355 -2.031  0.00
C4 0.740 -0.506 -0.860  -0.08
C5 0.980 -1.891 0.285  -0.20
N2 0.932 -1.281 1.609  -0.04
H1 -0.462 1.843 1.371  0.06
H2 1.205 1.817 0.791  0.06
H3 0.244 3.267 0.600  0.07
H4 -1.273 2.075 -1.010  0.08
H5 0.377 1.972 -1.596  0.10
H6 -1.484 0.004 1.184  0.09
H7 -2.095 -1.249 0.146  0.10
H8 -2.215 -0.120 -1.998  0.10
H9 1.523 0.130 -0.472  0.08
H10 1.003 -0.877 -1.842  0.10
H11 0.217 -2.665 0.136  0.08
H12 1.959 -2.331 0.072  0.08
H13 1.716 -1.561 2.189  0.06
H14 0.088 -1.507 2.129  0.05

---

y | Entry from the Open Molecules 2025 dataset: a 2-piece molecular cluster, C5H14N2O overall (ωB97M-V with the def2-TZVPD basis set).

Output
SMILES: C=CC[C@H](N)CN.O
HOMO-LUMO gap, Eh: 0.3654
HOMO energy, eV: -9.00

Each line ends with the Löwdin charge.
CARTESIAN COORDINATES (ANGSTROEM)
C1 -2.191 -0.822 -1.130  -0.01
C2 -1.857 0.284 -0.455  -0.19
C3 -1.151 0.216 0.851  -0.17
C4 0.273 -0.450 0.733  -0.33
N1 0.272 -1.580 1.772  0.01
C5 1.433 0.488 1.183  -0.24
N2 2.186 0.845 -0.046  -0.01
H1 -1.757 -1.745 -0.745  0.06
H2 -2.622 -0.926 -2.116  0.05
H3 -1.862 1.292 -0.861  0.10
H4 -1.083 1.154 1.397  0.10
H5 -1.694 -0.422 1.558  0.10
H6 0.644 -0.820 -0.222  0.11
H7 0.882 -2.244 1.294  0.06
H8 -0.590 -2.061 1.988  0.05
H9 2.059 -0.123 1.854  0.10
H10 1.144 1.323 1.833  0.10
H11 3.156 1.034 0.161  0.06
H12 1.736 1.666 -0.421  0.05
O1 0.132 1.246 -2.749  -0.08
H13 -0.129 0.314 -2.720  0.02
H14 1.019 1.331 -3.160  0.05

---

z | Entry from the Open Molecules 2025 dataset: a 2-piece molecular cluster, C5H14N2O overall (ωB97M-V with the def2-TZVPD basis set).

Output
SMILES: C=CC(C)(N)N.CO
HOMO-LUMO gap, Eh: 0.3555
HOMO energy, eV: -8.78

Each line ends with the Löwdin charge.
CARTESIAN COORDINATES (ANGSTROEM)
C1 -1.758 -0.576 0.921  -0.01
C2 -1.029 0.503 0.653  -0.11
C3 0.595 0.724 0.961  -0.66
C4 1.269 -0.624 1.185  -0.04
N1 1.218 1.386 -0.143  0.07
N2 0.746 1.537 2.136  0.08
H1 -1.308 -1.545 1.078  0.05
H2 -2.839 -0.556 0.918  0.05
H3 -1.536 1.457 0.510  0.10
H4 0.847 -1.125 2.053  0.07
H5 2.327 -0.446 1.363  0.08
H6 1.152 -1.248 0.303  0.07
H7 0.926 2.352 -0.220  0.08
H8 1.010 0.904 -1.018  0.06
H9 0.396 1.066 2.959  0.08
H10 0.286 2.434 2.041  0.08
C5 -0.275 -1.272 -2.879  -0.16
O1 -0.350 -0.061 -2.171  -0.17
H11 0.287 -1.058 -3.791  0.08
H12 -1.259 -1.666 -3.160  0.08
H13 0.260 -2.044 -2.314  0.07
H14 -0.967 -0.142 -1.384  0.06

---

Which of them is most stable? Easy: w.

---

w | Entry from the Open Molecules 2025 dataset: a 2-piece molecular cluster, C5H14N2O overall (ωB97M-V with the def2-TZVPD basis set).

Output
SMILES: C[C@H]1[N@H+]([O-])C1(C)C.N
HOMO-LUMO gap, Eh: 0.3216
HOMO energy, eV: -8.12

Each line ends with the Löwdin charge.
CARTESIAN COORDINATES (ANGSTROEM)
C1 1.090 0.520 1.936  -0.05
C2 -0.317 0.513 1.381  -0.20
N1 -1.082 1.760 1.066  -0.21
O1 -2.309 1.867 1.251  -0.15
C3 -0.636 0.838 -0.078  -0.43
C4 -1.804 0.251 -0.698  -0.08
C5 0.303 1.395 -1.145  -0.02
H1 1.546 1.470 1.615  0.07
H2 1.758 -0.257 1.516  0.08
H3 0.875 0.474 3.073  0.12
H4 -0.833 -0.378 1.691  0.14
H5 -0.562 2.601 1.182  0.16
H6 -1.634 -0.253 -1.716  0.11
H7 -2.332 -0.608 -0.089  0.13
H8 -2.544 0.980 -0.820  0.06
H9 1.418 0.983 -0.881  0.12
H10 0.101 1.076 -2.131  0.05
H11 0.355 2.504 -1.091  0.09
N2 0.553 -2.514 -0.881  0.07
H12 -0.364 -2.180 -0.854  -0.03
H13 1.174 -1.929 -1.363  -0.01
H14 0.919 -2.683 0.020  0.00

---

x | Entry from the Open Molecules 2025 dataset: a 2-piece molecular cluster, C5H14N2O overall (ωB97M-V with the def2-TZVPD basis set).

Output
SMILES: NC[C@@H]1CCCN1.O
HOMO-LUMO gap, Eh: 0.3380
HOMO energy, eV: -8.60

Each line ends with the Löwdin charge.
CARTESIAN COORDINATES (ANGSTROEM)
N1 -0.763 1.821 0.983  0.01
C1 -0.621 0.572 0.377  -0.29
C2 0.871 0.269 0.189  -0.33
C3 1.554 1.168 -0.879  -0.15
C4 1.881 0.229 -2.077  -0.19
C5 1.670 -1.164 -1.563  -0.28
N2 1.053 -1.195 -0.259  -0.02
H1 -1.225 1.835 1.771  0.00
H2 -1.164 2.622 0.523  0.08
H3 -1.270 0.602 -0.556  0.14
H4 -0.972 -0.272 1.015  0.12
H5 1.388 0.519 1.193  0.15
H6 2.428 1.451 -0.195  0.12
H7 0.995 2.057 -1.220  0.10
H8 1.054 0.376 -2.835  0.12
H9 2.888 0.374 -2.515  0.11
H10 2.689 -1.634 -1.530  0.11
H11 1.105 -1.767 -2.306  0.11
H12 1.520 -1.635 0.529  0.10
O1 -5.320 -2.303 3.276  0.00
H13 -5.280 -1.398 2.933  0.05
H14 -4.481 -2.529 3.145  -0.05

---

y | Entry from the Open Molecules 2025 dataset: a 2-piece molecular cluster, C5H14N2O overall (ωB97M-V with the def2-TZVPD basis set).

Output
SMILES: C[C@H](N)CO.[H]/N=C\C
HOMO-LUMO gap, Eh: 0.3810
HOMO energy, eV: -9.38

Each line ends with the Löwdin charge.
CARTESIAN COORDINATES (ANGSTROEM)
C1 2.164 -1.722 -0.554  -0.06
C2 1.106 -0.623 -0.402  -0.45
N1 1.646 0.729 -0.248  0.03
C3 0.193 -0.934 0.787  -0.32
O1 -0.707 -1.911 0.583  -0.11
H1 2.758 -1.555 -1.453  0.07
H2 1.683 -2.696 -0.639  0.08
H3 2.828 -1.734 0.312  0.08
H4 0.472 -0.618 -1.295  0.14
H5 2.208 0.787 0.596  0.08
H6 2.257 0.948 -1.028  0.08
H7 -0.540 0.080 0.853  0.09
H8 0.741 -1.029 1.735  0.14
H9 -1.648 -1.387 0.254  0.13
H10 -2.522 2.115 1.790  0.06
N2 -2.439 1.116 1.600  0.09
C4 -1.920 0.862 0.477  -0.40
C5 -1.592 1.797 -0.648  -0.07
H11 -2.214 -0.328 0.064  0.14
H12 -0.515 1.981 -0.639  0.06
H13 -1.845 1.375 -1.621  0.08
H14 -2.114 2.747 -0.523  0.08

---

z | Entry from the Open Molecules 2025 dataset: a 3-piece molecular cluster, C5H14N2O overall (ωB97M-V with the def2-TZVPD basis set).

Output
SMILES: CC=C(C)C.N=O.N
HOMO-LUMO gap, Eh: 0.3042
HOMO energy, eV: -8.73

Each line ends with the Löwdin charge.
CARTESIAN COORDINATES (ANGSTROEM)
C1 2.866 0.730 0.022  -0.10
C2 1.437 0.238 -0.093  -0.15
C3 0.377 0.979 0.190  -0.37
C4 -1.016 0.464 0.050  -0.11
C5 0.370 2.352 0.926  -0.04
H1 3.451 0.018 -0.558  0.06
H2 3.104 0.903 1.117  0.09
H3 2.948 1.810 -0.290  0.08
H4 1.044 -0.707 -0.481  0.08
H5 -1.648 0.153 0.937  0.09
H6 -1.669 1.204 -0.529  0.09
H7 -0.963 -0.499 -0.554  0.08
H8 -0.334 2.887 0.312  0.07
H9 -0.278 2.272 1.739  0.05
H10 1.283 2.836 1.136  0.06
N1 2.463 -3.447 0.445  0.01
O1 3.432 -2.733 0.672  -0.07
H11 2.073 -3.447 -0.549  0.07
N2 -4.509 -1.569 -1.056  0.02
H12 -4.700 -1.929 -1.990  0.01
H13 -4.646 -0.570 -1.089  0.00
H14 -5.085 -1.946 -0.358  -0.02

---

Which of them is most stable? Easy: x.

---

w | Entry from the Open Molecules 2025 dataset: one molecule with the formula C5H14N2O (ωB97M-V with the def2-TZVPD basis set).

Output
SMILES: C[C@H](O)[C@H](C)NCN
HOMO-LUMO gap, Eh: 0.3469
HOMO energy, eV: -8.51

Each line ends with the Löwdin charge.
CARTESIAN COORDINATES (ANGSTROEM)
C1 -1.198 -1.237 1.941  -0.08
C2 -0.342 -0.006 1.517  -0.35
O1 -1.138 1.188 1.887  -0.08
C3 -0.184 0.123 -0.053  -0.45
C4 -1.403 -0.020 -0.945  -0.07
N1 0.835 -0.664 -0.610  -0.07
C5 2.029 0.038 -1.133  -0.33
N2 1.755 1.099 -2.029  -0.02
H1 -0.655 -2.233 1.630  0.10
H2 -1.221 -1.199 3.122  0.10
H3 -2.181 -1.269 1.475  0.05
H4 0.692 -0.101 2.025  0.16
H5 -0.857 1.383 2.791  0.08
H6 0.164 1.174 -0.165  0.11
H7 -1.518 -0.892 -1.643  0.08
H8 -1.153 0.783 -1.730  0.09
H9 -2.426 0.250 -0.461  0.11
H10 0.399 -1.235 -1.387  0.12
H11 2.527 0.680 -0.261  0.14
H12 2.876 -0.835 -1.444  0.16
H13 1.587 1.057 -3.015  0.07
H14 1.412 1.914 -1.511  0.07

---

x | Entry from the Open Molecules 2025 dataset: a 2-piece molecular cluster, C5H14N2O overall (ωB97M-V with the def2-TZVPD basis set).

Output
SMILES: [H]/N=C/C.CC(C)ON
HOMO-LUMO gap, Eh: 0.3550
HOMO energy, eV: -8.59

Each line ends with the Löwdin charge.
CARTESIAN COORDINATES (ANGSTROEM)
H1 -0.768 -2.108 1.856  0.05
N1 -0.353 -1.194 1.687  0.09
C1 0.880 -1.108 2.030  -0.29
C2 1.683 0.140 2.138  -0.09
H2 1.274 -1.910 2.671  0.10
H3 1.376 0.866 1.389  0.05
H4 2.736 -0.093 1.964  0.08
H5 1.563 0.579 3.130  0.08
C3 -0.350 1.525 -2.074  -0.09
C4 -0.645 0.962 -0.701  -0.28
C5 -1.981 0.265 -0.620  -0.10
O1 0.555 -0.223 -0.513  -0.32
N2 0.571 -1.321 -1.395  0.00
H6 -1.122 2.242 -2.360  0.08
H7 -0.329 0.707 -2.792  0.07
H8 0.608 2.041 -2.091  0.07
H9 -0.531 1.714 0.077  0.12
H10 -2.767 0.920 -1.005  0.08
H11 -1.975 -0.634 -1.231  0.07
H12 -2.329 0.141 0.403  0.06
H13 0.384 -2.135 -0.804  0.07
H14 1.521 -1.376 -1.760  0.08

---

y | Entry from the Open Molecules 2025 dataset: a 2-piece molecular cluster, C5H14N2O overall (ωB97M-V with the def2-TZVPD basis set).

Output
SMILES: C=C(C)[C@@H](C)O.NN
HOMO-LUMO gap, Eh: 0.3745
HOMO energy, eV: -9.46

Each line ends with the Löwdin charge.
CARTESIAN COORDINATES (ANGSTROEM)
C1 1.732 1.620 0.597  0.05
C2 0.678 1.037 0.039  -0.33
C3 -0.765 1.588 0.067  -0.05
C4 0.833 0.115 -1.163  -0.52
C5 1.063 0.999 -2.333  -0.05
O1 1.896 -0.712 -1.174  -0.03
H1 2.731 1.287 0.307  0.08
H2 1.530 2.422 1.294  0.06
H3 -0.882 2.119 -0.922  0.09
H4 -0.943 2.272 0.894  0.07
H5 -1.571 0.803 0.122  0.08
H6 -0.126 -0.589 -1.349  0.17
H7 0.443 0.760 -3.270  0.11
H8 2.126 0.906 -2.571  0.10
H9 0.795 1.994 -2.102  0.05
H10 2.109 -1.117 -0.328  0.11
N1 -2.711 -2.633 1.906  -0.14
N2 -1.425 -1.903 2.009  -0.10
H11 -3.161 -2.904 2.856  0.09
H12 -2.547 -3.586 1.513  0.05
H13 -0.855 -2.661 2.504  0.07
H14 -0.951 -1.818 1.102  0.04

---

z | Entry from the Open Molecules 2025 dataset: a 2-piece molecular cluster, C5H14N2O overall (ωB97M-V with the def2-TZVPD basis set).

Output
SMILES: C=C(CCN)NC.O
HOMO-LUMO gap, Eh: 0.3353
HOMO energy, eV: -8.44

Each line ends with the Löwdin charge.
CARTESIAN COORDINATES (ANGSTROEM)
C1 0.809 1.023 0.659  0.04
C2 0.097 -0.131 0.612  -0.39
C3 -1.351 -0.121 0.938  -0.17
C4 -2.335 0.258 -0.196  -0.26
N1 -1.922 1.368 -1.045  -0.02
N2 0.723 -1.252 0.020  -0.06
C5 1.018 -2.378 0.883  -0.11
H1 0.262 1.940 0.783  0.05
H2 1.881 1.150 0.766  0.06
H3 -1.451 0.608 1.767  0.12
H4 -1.721 -1.064 1.352  0.11
H5 -2.271 -0.617 -0.867  0.11
H6 -3.373 0.416 0.069  0.10
H7 -1.606 2.209 -0.591  0.05
H8 -1.187 1.161 -1.701  0.05
H9 1.532 -0.926 -0.491  0.09
H10 0.105 -2.569 1.482  0.08
H11 1.841 -2.184 1.590  0.09
H12 1.148 -3.267 0.272  0.07
O1 2.792 1.570 -1.745  -0.06
H13 2.937 1.843 -2.668  0.05
H14 2.072 0.964 -1.888  0.00

---

Which of them is most stable? Easy: z.